No. 1
10 unconnected molecules or ions with the total composition C36H48Cl4F24O16. Source: the OMol25 dataset; level of theory: ωB97M-V/def2-TZVPD.

```
! RIJCOSX wB97M-V def2-TZVPD def2/J DEFGRID3
* xyz -1 2
C 26.35708 0.95291 10.14539
C 27.69807 0.20187 10.41910
O 28.50723 0.74964 11.44621
C 29.33530 1.79076 11.18161
O 29.20733 2.52242 10.23937
C 30.36684 2.18285 12.27336
F 31.33846 3.01606 11.84597
F 29.83684 2.77180 13.36841
F 31.08793 1.15819 12.71769
H 25.70556 0.42962 9.44554
H 26.55729 1.95982 9.77917
H 25.82687 0.87932 11.09490
H 28.29963 0.22614 9.51045
H 27.60359 -0.86251 10.63417
C 19.67057 -0.53661 12.15821
C 19.83710 -1.97058 12.03232
O 20.56261 -2.17015 10.85732
C 20.91964 -3.38840 10.40053
O 20.70627 -4.48879 10.94696
C 21.31053 -3.32922 8.87125
F 20.46629 -2.54195 8.15516
F 22.52734 -2.79557 8.76109
F 21.31828 -4.54954 8.36209
H 19.34307 -0.15931 11.18945
H 20.59136 0.02190 12.32647
H 18.83937 -0.34578 12.83703
H 18.85366 -2.43682 12.09225
H 20.34495 -2.26842 12.94964
C 22.76509 -7.21488 3.98648
C 21.41449 -7.42853 4.61932
O 20.50664 -8.03856 3.66607
C 19.14556 -8.19486 3.82061
O 18.53306 -7.74267 4.82488
C 18.42323 -8.76875 2.56074
F 17.74856 -9.87729 2.79922
F 17.52846 -7.90818 2.07129
F 19.37853 -9.14411 1.68352
H 22.56770 -6.75312 3.01906
H 23.39491 -8.09720 3.87269
H 23.35964 -6.45880 4.49927
H 21.07078 -6.43753 4.91578
H 21.57432 -7.97165 5.55076
C 25.45616 -3.77854 5.27879
C 25.91509 -3.25285 6.69604
O 27.03509 -4.00785 7.21457
C 27.84071 -3.52395 8.20881
O 27.80012 -2.38261 8.63406
C 28.94482 -4.53780 8.63378
F 28.61966 -5.83334 8.41392
F 30.06306 -4.23541 8.02282
F 29.14815 -4.42151 9.88691
H 25.69575 -3.07010 4.48582
H 24.39335 -3.97653 5.13976
H 26.01166 -4.71138 5.18215
H 25.13398 -3.37572 7.44630
H 26.16713 -2.19417 6.63468
C 33.48439 -2.90634 6.94956
C 34.30490 -1.69707 6.87096
O 35.64435 -1.99283 6.59989
C 36.62747 -1.49208 7.40918
O 36.43920 -0.92130 8.51131
C 38.08659 -1.62299 6.94366
F 38.91126 -2.02250 7.95916
F 38.16044 -2.52400 5.94064
F 38.48817 -0.33295 6.55461
H 32.42770 -2.82620 7.20470
H 33.89585 -3.49851 7.76695
H 33.56476 -3.56244 6.08288
H 34.08244 -1.14344 7.78316
H 33.99192 -1.02830 6.06916
C 32.12216 -7.15763 4.76456
C 32.13387 -5.80758 5.54155
O 31.16265 -4.98109 4.98879
C 31.34203 -4.00710 4.04546
O 32.47687 -3.66978 3.63578
C 30.00675 -3.28326 3.63406
F 28.92859 -3.75190 4.25420
F 30.13227 -2.03532 3.92934
F 29.88427 -3.33208 2.32020
H 32.76145 -7.95698 5.13931
H 32.47836 -7.15602 3.73440
H 31.10491 -7.54898 4.77624
H 33.12236 -5.35789 5.63500
H 31.79803 -6.04720 6.55046
C 24.47256 -5.30287 9.78823
C 24.00404 -6.45761 8.82820
O 23.79778 -7.64039 9.62185
C 22.83669 -8.64180 9.31116
O 22.46578 -8.81837 8.12210
C 22.30626 -9.59253 10.45092
F 20.97806 -9.46874 10.35920
F 22.51801 -10.93948 10.16471
F 22.68899 -9.29162 11.67918
H 25.21416 -5.62984 10.51707
H 23.57285 -4.87366 10.22916
H 24.98945 -4.58845 9.14752
H 24.74349 -6.74541 8.08089
H 23.19958 -6.20815 8.13630
C 26.84807 1.22424 6.36893
C 27.88906 0.14437 6.01727
O 29.12045 0.60339 6.55874
C 30.12150 -0.23472 6.76470
O 30.25072 -1.40060 6.47737
C 31.18140 0.46814 7.63325
F 30.80944 1.65563 8.18270
F 31.38676 -0.37689 8.65627
F 32.41148 0.47173 7.02534
H 25.90209 1.09021 5.84427
H 27.25298 2.07708 5.82412
H 26.74206 1.43472 7.43314
H 28.15329 0.13295 4.95986
H 27.65666 -0.86500 6.35678
Cl 23.71467 -0.50610 5.09125
C 24.52524 0.04414 3.50730
C 23.85694 -0.68351 2.35590
Cl 24.63358 -0.18625 0.82555
H 25.59827 -0.06757 3.66293
H 24.29403 1.10875 3.47211
H 22.77785 -0.53128 2.37787
H 24.04054 -1.75633 2.41462
Cl 25.25210 -6.78663 13.13127
C 26.89233 -6.36343 13.64678
C 27.59025 -5.62280 12.53785
Cl 27.00783 -3.95880 12.41615
H 27.35626 -7.33778 13.80006
H 26.68519 -5.79973 14.55641
H 27.42629 -6.14418 11.59479
H 28.64367 -5.59910 12.81685
*
```

Properties
HOMO-LUMO gap (spin up / spin down)   1.77 / 6.31 eV



No. 2
A molecular structure, C36H48F4GeN7O3Tl. Source: the OMol25 dataset; level of theory: ωB97M-V/def2-TZVPD.

```
! RIJCOSX wB97M-V def2-TZVPD def2/J DEFGRID3
* xyz 0 1
Tl 0.54309 0.00712 -0.05641
C -0.27710 -0.77760 -3.58869
N -0.37196 0.37974 -2.71204
C 0.12534 1.58032 -3.36676
C -1.72766 0.57718 -2.22604
C -2.28862 -0.60932 -1.44480
N -1.27787 -1.23818 -0.61460
C -1.57312 -2.30845 0.14995
C -0.53898 -2.97312 0.84804
F 0.72067 -2.48570 0.71529
C -0.72384 -4.08347 1.63382
F 0.34222 -4.64238 2.22092
C -1.97803 -4.63604 1.81912
C -3.02070 -4.00311 1.17280
F -4.26740 -4.47518 1.32639
C -2.84475 -2.88464 0.38263
F -3.95498 -2.32962 -0.15168
H -1.01141 -0.73265 -4.40777
H -0.43730 -1.69043 -3.01425
H 0.71885 -0.81716 -4.03106
H -0.41544 1.80082 -4.29934
H 1.18401 1.46134 -3.60004
H 0.02194 2.43667 -2.69743
H -2.41742 0.79316 -3.05773
H -1.71137 1.46237 -1.57798
H -2.71297 -1.33996 -2.14072
H -3.12074 -0.21299 -0.85416
H -2.12701 -5.51899 2.42350
C 3.40368 -4.28152 0.10627
C 3.68250 -2.87068 -0.39977
C 2.87153 -2.51740 -1.64225
C 3.25658 -1.17337 -2.26317
Ge 2.99146 0.37846 -1.09266
C 4.22104 0.72086 0.39232
C 5.47605 1.47657 -0.05419
C 6.43258 0.61786 -0.87720
C 7.74395 1.33081 -1.18770
H 4.05168 -4.52282 0.94990
H 3.57384 -5.02552 -0.67681
H 2.37175 -4.37077 0.45062
H 4.74905 -2.75286 -0.61991
H 3.42971 -2.17069 0.40457
H 1.81020 -2.49860 -1.37080
H 2.98992 -3.30352 -2.39503
H 2.67440 -0.98177 -3.16655
H 4.31432 -1.15523 -2.54413
H 2.99678 1.64392 -1.97971
H 4.48146 -0.23215 0.85765
H 3.66609 1.30135 1.12373
H 5.99608 1.83655 0.84028
H 5.19524 2.36084 -0.63585
H 5.94206 0.33099 -1.81410
H 6.63554 -0.30916 -0.33105
H 7.56163 2.26633 -1.72235
H 8.39554 0.71001 -1.80418
H 8.27973 1.57008 -0.26671
N -4.98855 -2.66908 9.17464
C -4.59904 -2.20852 8.19606
C -4.10637 -1.62483 6.97372
C -3.50505 -2.42425 6.00569
C -3.02916 -1.85978 4.83766
C -3.13923 -0.48877 4.63680
C -3.73830 0.31327 5.59830
C -4.22609 -0.25399 6.76067
N -2.63090 0.08597 3.44686
C -3.03880 1.25981 2.83681
C -2.25260 1.40157 1.73864
N -1.36661 0.34770 1.66644
C -1.61385 -0.41262 2.69692
H -3.42167 -3.49112 6.16451
H -2.59126 -2.49125 4.07375
H -3.80765 1.38307 5.45427
H -4.69413 0.36627 7.51287
H -3.85595 1.85237 3.20767
H -2.25515 2.19292 1.00633
H -1.08494 -1.32155 2.93968
C 0.27306 1.02348 5.22046
C 0.63376 2.35755 4.57228
C 1.81710 2.33657 3.57066
C 2.16604 3.78505 3.20816
C 3.29491 3.92234 2.19066
C 2.99851 1.67675 4.26019
O 3.69843 2.26126 5.05904
N 3.19982 0.35485 3.95777
C 2.48753 -0.41422 3.01769
O 2.73164 -1.60203 2.93585
N 1.60239 0.24284 2.21571
C 1.36747 1.55752 2.33946
O 0.72536 2.14758 1.45304
H -0.61619 1.13769 5.84259
H 1.07954 0.65955 5.85979
H 0.06630 0.25594 4.47249
H 0.89479 3.07309 5.35477
H -0.22628 2.75895 4.02964
H 2.44756 4.29213 4.13131
H 1.26258 4.25316 2.81659
H 4.20267 3.42240 2.53820
H 3.53739 4.97422 2.03567
H 3.00487 3.50237 1.22608
H 3.91590 -0.13759 4.47143
*
```

Properties
HOMO-LUMO gap   7.49 eV



No. 3
8 unconnected molecules or ions with the total composition C36H48N8O12. Source: the OMol25 dataset; level of theory: ωB97M-V/def2-TZVPD.

```
! RIJCOSX wB97M-V def2-TZVPD def2/J DEFGRID3
* xyz 0 1
C -0.89447 6.48094 1.20205
O -0.08967 7.30417 0.73686
N -0.66650 5.16117 1.30994
C -1.64865 4.35137 1.95777
C 0.56592 4.51073 0.89580
H -1.93136 6.64976 1.53153
H -1.21860 4.06031 2.91612
H -1.75091 3.39520 1.44456
H -2.64089 4.78792 2.07172
H 0.40650 3.49259 0.54072
H 0.93692 5.09993 0.05717
H 1.28035 4.60101 1.71406
C -0.81358 -5.99397 1.72898
O 0.38818 -6.16092 2.01280
N -1.46919 -4.90562 2.19927
C -2.94644 -4.77288 2.11363
C -0.81214 -3.82926 3.02682
H -1.43288 -6.68308 1.13418
H -3.48310 -5.07750 3.01212
H -3.33301 -5.40829 1.31682
H -3.16989 -3.74388 1.83197
H -1.29337 -3.88205 4.00341
H 0.24103 -3.98080 3.26340
H -0.98955 -2.81080 2.68132
C 0.81149 0.13698 -0.04581
O 0.96645 1.15661 0.62503
N -0.34560 -0.58670 0.10625
C -0.65125 -1.70821 -0.76006
C -1.33193 -0.24815 1.07824
H 1.44012 -0.31320 -0.82963
H -1.65268 -1.51904 -1.14667
H -0.53535 -2.64571 -0.21623
H 0.02834 -1.70680 -1.61227
H -2.30104 -0.05996 0.61617
H -1.58134 -1.11114 1.69561
H -1.16175 0.64867 1.67393
C -4.91305 -0.40627 -1.47000
O -4.12156 -1.19879 -0.92691
N -5.74824 0.43165 -0.82013
C -6.90565 0.91892 -1.46333
C -5.79804 0.62562 0.65116
H -5.02554 -0.32493 -2.56221
H -7.10368 0.62261 -2.49342
H -6.73360 1.99058 -1.56362
H -7.75807 0.63229 -0.84745
H -6.77063 0.29207 1.01296
H -4.91266 0.11112 1.02465
H -5.58189 1.68210 0.81004
C 2.32239 -0.68891 -3.98157
C 3.17949 0.39500 -4.21204
C 3.74223 0.61384 -5.46655
C 3.49704 -0.27048 -6.51574
C 2.65361 -1.36580 -6.27491
C 2.10132 -1.57895 -5.01459
N 3.99469 0.04069 -7.88773
O 4.11668 -0.87884 -8.64978
O 4.36400 1.18559 -8.22086
H 1.78819 -0.91406 -3.07034
H 3.37689 1.13928 -3.45475
H 4.36422 1.48167 -5.62904
H 2.30182 -2.00322 -7.07262
H 1.31019 -2.31283 -4.97066
C 2.47296 2.96718 4.06597
C 1.34191 3.08047 4.84990
C 0.50947 1.97761 4.97832
C 0.69125 0.73805 4.36022
C 1.84217 0.62229 3.59479
C 2.65434 1.74134 3.41861
N -0.19099 -0.46292 4.57502
O -1.35390 -0.27265 4.90787
O 0.28523 -1.58099 4.29437
H 3.17750 3.76860 3.89936
H 1.18716 4.03071 5.33928
H -0.30050 2.21639 5.65162
H 2.01379 -0.23081 2.95513
H 3.50430 1.72255 2.75256
C -1.62370 0.67321 -3.63227
C -0.61846 0.92720 -4.51449
C 0.17234 2.05449 -4.32548
C -0.02904 2.97764 -3.29255
C -1.06249 2.67658 -2.36780
C -1.85829 1.53150 -2.51459
N 0.81637 4.13062 -3.13899
O 0.67886 4.87098 -2.19174
O 1.56175 4.36412 -4.05335
H -2.27561 -0.17792 -3.76252
H -0.39255 0.22427 -5.30268
H 0.89617 2.34928 -5.07085
H -1.25390 3.31661 -1.51921
H -2.57335 1.30484 -1.73761
C 2.85927 -2.26308 0.80335
C 3.67772 -1.65837 1.71913
C 4.28350 -2.45888 2.71975
C 3.98950 -3.81613 2.83008
C 2.98985 -4.37616 2.00934
C 2.50312 -3.59533 0.94107
N 4.70174 -4.63504 3.87603
O 4.68718 -5.83889 3.75567
O 5.33399 -4.05742 4.74018
H 2.58551 -1.70841 -0.08197
H 3.95467 -0.61786 1.80307
H 4.92328 -1.97990 3.44615
H 2.68254 -5.38893 2.22441
H 1.89509 -4.05605 0.17658
*
```

Properties
SMILES string   O=[N+]([O-])c1ccccc1.O=[N+]([O-])c1ccccc1.O=[N+]([O-])c1ccccc1.O=[N+]([O-])c1ccccc1.CN(C)C=O.CN(C)C=O.CN(C)C=O.CN(C)C=O
HOMO-LUMO gap   8.24 eV
Energy above the lowest of the compared OMol25 structures with the same formula, charge and spin   0.427 eV



Number 1: calculated total energy -6841.91194 Eh. Number 2: calculated total energy -4658.49765 Eh. Number 3: calculated total energy -2741.06817 Eh.